91
Properties=species:S:1:pos:R:3:forces:R:3:lowdin_charge:R:1 method="wB97M-V/def2-TZVPD" total_charge=-1 orbital_gap_ev="3.811 / 3.818" total_energy_ev=-110157.927
Pb 0.386 -0.648 -0.031 0.5440 1.0207 -1.1391 1.558
S 2.232 -2.840 -0.236 -0.1816 0.8432 -0.1350 0.823
S -0.847 -3.156 4.114 -0.2598 0.5268 -0.6276 1.074
S 1.517 -5.178 3.042 0.3423 -0.5161 0.1140 0.628
O 2.820 -0.156 -0.697 -1.8365 -2.7074 1.8598 -0.195
O 0.614 0.771 -2.149 -1.7384 -1.3203 1.8843 -0.080
O -0.725 0.818 -4.339 -0.2084 -0.3213 -0.1217 0.060
O 0.360 1.720 0.981 -0.0160 -1.7906 -2.3342 -0.056
O 5.677 3.292 -4.705 0.1643 0.0636 -0.0054 0.052
O -0.350 2.555 -5.538 -0.3077 0.2392 -0.2866 0.042
O 0.377 -6.056 2.992 0.1615 -0.0688 -0.2521 -0.308
O 1.901 -4.718 4.347 0.2736 0.0655 -0.1633 -0.315
O 4.216 3.810 -6.198 0.0320 0.1574 -0.2630 0.043
O 0.619 1.025 3.096 0.0466 -0.8980 -0.1036 0.018
O 4.204 1.598 -0.440 0.5274 -0.3811 1.2131 0.065
N 4.534 3.300 -5.134 0.3240 0.2541 -0.4234 -0.380
N -0.020 1.742 -4.686 -0.2708 0.1791 -0.4066 -0.356
N -0.696 -2.008 1.856 0.3355 0.8224 -0.4100 -0.132
N 1.310 -3.915 2.001 0.1919 -0.4622 0.3879 -0.092
N -2.174 0.175 -0.342 1.3079 -1.2849 0.0029 0.077
N -0.820 -2.000 -1.568 -0.0119 0.7573 0.5491 -0.063
C 0.542 4.348 1.735 -0.0167 0.0276 0.0658 -0.020
C -2.643 1.804 1.352 -0.0628 -0.1379 -0.1356 -0.173
C 3.836 2.135 -3.105 -0.0606 0.3080 -0.5342 0.056
C -2.576 1.437 -0.012 -0.5412 1.6014 0.2460 -0.186
C 0.479 1.863 2.212 0.1561 1.2163 2.0043 -0.638
C 0.499 5.666 2.156 0.0056 0.0897 -0.0877 -0.081
C -2.474 0.770 2.417 -0.1052 -0.0743 -0.0617 -0.206
C 4.750 -7.256 1.536 -0.0887 0.0242 0.0791 -0.069
C -3.129 3.707 -0.609 -0.1043 0.1085 0.1162 -0.039
C 2.227 2.566 -4.840 0.4016 0.1765 -0.2653 0.074
C -2.811 2.115 -2.475 -0.1519 -0.1302 -0.0134 -0.200
C -0.320 -1.891 3.089 0.0460 -0.0114 0.8509 -0.460
C 3.523 2.680 -4.363 -1.0489 -0.7020 0.8240 -0.164
C 2.923 -5.889 2.166 -0.4698 0.6703 -0.1392 -0.195
C 1.518 1.322 -2.786 1.7785 1.1115 -1.6389 -0.291
C 0.320 5.962 3.497 -0.0376 0.1166 -0.0009 -0.100
C 0.412 3.330 2.667 0.0651 -0.4426 -0.3575 -0.124
C -2.936 3.108 1.695 -0.0881 0.0613 -0.0367 -0.039
C -1.432 -3.127 1.655 -0.5162 -0.5749 -0.0245 -0.239
C 3.351 0.920 -0.978 0.2351 3.3509 -2.9011 -0.657
C 0.235 3.620 4.012 0.0337 -0.0334 -0.0414 -0.031
C 1.272 1.896 -4.104 0.5670 -0.3135 0.9670 -0.068
C -3.730 -0.087 2.575 0.1521 0.0492 0.0186 -0.068
C 3.702 -6.993 2.412 -0.0322 -0.1262 0.1538 -0.036
C 2.887 1.512 -2.359 -0.1373 -0.8479 1.2202 -0.023
C 4.995 -6.422 0.454 0.0744 -0.0478 -0.0510 -0.065
C -0.533 -3.063 -2.298 0.2047 -0.7497 -0.2664 -0.161
C 0.189 4.940 4.424 -0.0609 0.0048 0.1461 -0.091
C -2.135 -1.699 -1.797 -0.1543 -0.2509 -0.3602 -0.327
C -4.222 1.972 -3.057 0.2295 0.0161 -0.0285 -0.077
C -2.676 -2.624 -2.724 0.1102 0.6274 0.4552 -0.030
C -3.178 4.066 0.725 0.0376 -0.0596 -0.0582 -0.061
C -1.633 -3.875 2.769 0.0078 0.3223 0.0249 -0.373
C 3.150 -5.055 1.081 0.5557 -0.5718 -0.0181 -0.227
C -2.843 2.411 -1.004 0.2354 -0.2579 0.0554 -0.141
C 4.199 -5.313 0.212 -0.1831 0.0542 0.1333 -0.023
C 2.171 -3.948 1.037 -0.6041 0.2268 0.0913 -0.734
C -1.658 -3.496 -3.031 0.4394 -0.0950 0.1952 -0.075
C -2.743 -0.575 -1.225 -0.3177 0.0472 0.2114 -0.077
H -1.644 0.121 2.150 -0.0178 0.1080 0.1799 0.049
H -1.794 -3.340 0.666 -0.0915 -0.1413 -0.2103 0.110
H -4.160 1.707 -4.110 -0.0396 -0.0122 -0.1239 0.076
H -2.233 1.213 -2.684 0.0344 0.2425 -0.0520 0.075
H -2.247 1.256 3.368 0.1394 -0.0207 -0.0400 0.120
H 5.380 -8.117 1.705 0.0483 -0.0493 0.0070 0.104
H -2.152 -4.805 2.869 -0.1053 -0.2039 -0.0697 0.072
H 0.260 -1.057 3.443 0.1775 0.2256 0.0644 0.071
H -2.322 2.948 -2.986 0.1204 -0.1213 -0.0135 0.120
H 3.503 -7.628 3.261 0.0172 -0.0863 0.0805 0.119
H -3.308 4.450 -1.375 -0.0106 0.0787 -0.0735 0.115
H -3.769 -0.376 -1.543 0.1149 0.1680 0.0528 0.140
H -4.592 0.523 2.844 -0.0617 0.0317 -0.0095 0.076
H 0.145 2.809 4.720 0.0256 -0.0588 -0.0142 0.113
H 0.455 -3.485 -2.288 0.1704 -0.0555 -0.0750 0.072
H 5.822 -6.642 -0.205 0.0341 0.0062 -0.0515 0.106
H 4.382 -4.654 -0.622 0.0624 0.0534 -0.1090 0.101
H -3.949 -0.610 1.647 -0.1014 -0.0828 -0.1003 0.066
H -1.683 -4.326 -3.710 0.0206 -0.1261 -0.1292 0.089
H -3.398 5.085 1.007 0.0163 0.1123 0.0312 0.102
H 0.610 6.461 1.433 0.0020 0.0761 -0.0375 0.100
H -3.683 -2.623 -3.099 -0.1756 0.0214 -0.0268 0.103
H -4.769 2.909 -2.965 -0.0966 0.0423 0.0167 0.070
H -4.791 1.201 -2.540 -0.1029 -0.0438 0.0380 0.059
H 4.847 2.223 -2.734 -0.0938 -0.0278 0.1405 0.129
H 1.971 2.972 -5.810 -0.0294 -0.0418 0.0894 0.127
H 0.055 5.170 5.472 -0.0151 0.0312 0.0359 0.096
H -3.575 -0.828 3.354 -0.0378 -0.1688 0.1228 0.066
H 0.280 6.993 3.822 0.0233 0.0695 0.0224 0.095
H -2.962 3.382 2.740 -0.0056 0.0108 0.1452 0.115
H 0.680 4.093 0.696 0.0042 -0.0001 -0.0685 0.120



9
Properties=species:S:1:pos:R:3:forces:R:3:lowdin_charge:R:1 method="wB97M-V/def2-TZVPD" total_charge=0 orbital_gap_ev=10.416 relative_energy_kcal_mol=76.2 smiles="O=c1cnon1S" total_energy_ev=-20013.047
S -2.004 -0.091 -0.078 0.3945 0.1374 0.1989 0.891
O 0.299 -1.367 0.033 -0.8522 -1.6877 0.0240 -0.085
O 0.590 2.018 0.006 -0.9709 1.3458 0.1281 0.087
N 1.621 -1.200 0.015 1.0833 -2.7365 0.0767 0.073
N -0.315 -0.135 -0.058 -1.3463 0.7187 0.2330 -0.439
C 1.913 0.001 -0.008 -3.7824 2.2973 0.1482 -0.009
C 0.628 0.828 0.008 2.5892 -0.5463 -0.4592 -0.510
H 2.811 0.479 -0.014 2.6025 0.6191 -0.0243 0.100
H -2.250 0.146 1.242 0.2824 -0.1477 -0.3253 -0.108



138
Properties=species:S:1:pos:R:3:forces:R:3:lowdin_charge:R:1 method="wB97M-V/def2-TZVPD" total_charge=-2 s2=1.031 orbital_gap_ev="4.251 / 4.266" total_energy_ev=-135657.284 multiplicity=2
Te -0.764 -2.811 -0.198 0.1017 -0.1737 0.2241 1.611
Cr -0.223 1.300 0.055 -0.7709 1.5761 0.6941 0.271
P -2.726 2.231 -0.716 -0.1607 0.0090 -1.0140 1.071
P 2.553 1.661 -0.227 0.1385 0.0319 0.0227 1.142
Si -0.118 3.688 -0.108 0.0959 -0.3829 -0.2410 0.599
O 1.259 -0.900 -1.312 0.2603 -0.0385 0.0171 -0.120
N -0.086 1.620 1.766 0.0355 -0.6035 0.8342 -0.152
N -0.785 0.040 -1.363 0.9744 0.0825 -0.3023 -0.148
C -2.416 -0.150 -4.643 0.0666 0.0426 0.0665 -0.190
C 1.854 -1.740 1.526 0.1572 -0.4869 -0.1032 -0.083
C -3.847 -5.908 -0.245 0.0226 0.1180 -0.0574 -0.033
C 4.818 -0.857 -2.545 -0.0528 0.0557 0.1185 -0.076
C 3.491 -3.387 0.611 -0.0547 0.0349 -0.0104 -0.027
C -2.600 1.420 -2.317 -0.0113 -0.2100 0.0559 -0.372
C 5.325 -4.904 -0.224 -0.0745 0.0394 -0.0096 -0.064
C -2.063 0.011 -2.153 0.1500 0.3440 -0.1133 -0.385
C 4.056 -0.306 -1.525 0.0817 -0.1150 -0.0078 -0.092
C 5.719 0.870 2.391 -0.1238 0.0532 -0.2715 -0.096
C 5.209 -0.075 -3.629 -0.0069 -0.0694 0.0772 -0.112
C -0.789 4.695 1.360 0.0649 0.2227 0.4120 -0.183
C -6.995 1.119 0.777 -0.1719 -0.1240 -0.0193 -0.127
C 4.088 4.053 -0.407 0.2649 0.1932 -0.0415 -0.109
C 1.565 -4.709 -0.901 0.0366 -0.0046 0.0903 -0.302
C -0.212 -5.503 2.000 -0.1813 0.0521 -0.1238 -0.058
C 1.194 -3.624 -0.095 0.2750 0.0241 -0.1193 -0.410
C 3.878 -4.469 -0.176 0.0582 0.0053 0.0208 -0.280
C 3.216 6.278 -0.365 -0.4412 0.2155 0.0064 -0.108
C 2.904 -5.121 -0.914 -0.0576 -0.0044 -0.0358 -0.032
C -1.062 1.658 5.871 -0.0196 -0.0712 -0.1867 -0.144
C 0.437 -0.197 -1.921 -0.7182 -0.8150 -0.4105 -0.650
C -5.269 0.978 -0.915 -0.6456 -0.3524 -0.2895 -0.080
C -0.392 1.695 3.092 0.0289 0.0482 -0.5878 -0.316
C 1.347 3.522 3.596 -0.1092 -0.0426 0.0089 -0.071
C -3.524 5.918 -2.446 -0.1657 -0.2972 0.1417 -0.113
C -2.019 -0.727 -3.475 -0.1938 0.2164 0.1069 -0.122
C 2.801 3.511 -0.359 0.3681 -0.5114 0.3002 -0.356
C -1.331 4.533 -1.347 0.2299 0.4275 -0.1712 -0.283
C -3.657 -3.644 -1.299 0.0898 -0.1377 0.1150 -0.099
C 3.607 1.196 1.243 -0.1061 0.3774 -0.3115 -0.315
C 0.266 2.553 4.025 0.0299 -0.0383 0.0876 -0.236
C 4.817 1.250 -3.689 -0.1735 0.1531 0.2046 -0.098
C 3.677 1.039 -1.558 -0.1322 0.0385 0.0058 -0.360
C 2.170 -2.946 0.670 -0.1594 0.0018 -0.0164 -0.287
C 4.303 5.427 -0.416 0.2678 -0.5726 -0.0238 -0.102
C 5.044 0.515 3.555 0.2549 -0.0180 0.0050 -0.108
C -6.505 0.565 -0.393 0.4337 0.0578 -0.3523 -0.094
C 0.836 0.395 -3.247 -0.0525 0.0327 -0.2076 0.021
C 1.938 5.746 -0.312 -0.1003 -0.3043 -0.0283 -0.109
C 2.953 0.821 2.402 -0.0693 0.1949 0.6413 -0.139
C -2.246 6.426 -2.585 0.1662 -0.0288 0.0347 -0.116
C -3.097 -4.746 -0.422 -0.0240 -0.0393 -0.0328 -0.308
C -5.019 2.480 0.912 -0.3152 0.2142 0.3279 -0.107
C -2.917 1.939 -3.558 0.0077 -0.0802 -0.0827 -0.149
C -3.418 -6.946 0.574 -0.0318 -0.0166 0.0058 -0.289
C -2.230 -6.774 1.264 0.1684 0.1040 0.0216 -0.038
C 0.575 -5.475 -1.746 0.1252 0.0374 0.0835 -0.069
C -4.518 1.945 -0.274 0.6038 0.1249 0.6191 -0.345
C -1.447 -5.619 1.130 -0.0909 0.0023 0.0783 -0.297
C 5.001 1.206 1.246 0.3603 -0.1127 0.1070 -0.094
C -2.629 3.994 -1.278 -0.0897 -0.1266 -0.0521 -0.385
C -2.860 1.200 -4.747 0.0861 -0.1113 0.3279 -0.180
C 3.666 0.482 3.558 -0.4314 0.2306 -0.2081 -0.084
C -1.164 5.746 -2.027 0.0521 -0.2363 0.1079 -0.098
C -3.712 4.693 -1.799 0.0203 0.1379 -0.0383 -0.106
C -1.858 -4.610 0.240 -0.0041 -0.1200 0.0862 -0.405
C -6.253 2.089 1.429 0.4456 0.2977 -0.0374 -0.106
C 4.047 1.800 -2.659 0.1726 0.0046 -0.2336 -0.103
C 1.694 4.350 -0.308 -0.5488 0.8766 -0.0631 -0.264
C -1.409 0.822 3.611 -0.0176 0.0197 0.0427 -0.216
C -0.085 2.509 5.378 0.0840 0.0284 -0.1840 -0.102
C -1.716 0.820 4.962 0.0327 0.0054 -0.0403 -0.093
C -4.228 -8.214 0.708 0.0421 0.0691 -0.0052 -0.069
C -2.131 -0.079 2.652 -0.1217 0.0143 0.1841 -0.062
H -0.162 5.582 1.555 -0.1773 -0.1707 -0.0350 0.026
H -2.805 -0.757 3.186 0.0474 0.0620 -0.0459 0.073
H -7.943 0.786 1.188 0.0465 0.0236 -0.0434 0.089
H 3.735 2.835 -2.725 0.0113 -0.0092 -0.0299 0.101
H -0.169 6.181 -2.116 -0.1341 -0.0800 0.0046 0.082
H 1.226 1.398 -3.054 -0.0096 0.0208 0.0113 0.078
H 5.090 -1.907 -2.501 -0.0254 0.0595 0.0145 0.096
H -7.074 -0.198 -0.912 0.0310 0.0133 -0.0037 0.092
H 6.803 0.883 2.370 -0.0338 -0.0014 -0.0136 0.090
H 1.551 3.444 2.530 -0.0018 -0.0400 -0.0603 0.047
H 0.438 3.175 6.062 -0.0124 -0.0211 -0.0498 0.096
H 3.726 -0.935 -0.704 0.0489 0.0442 -0.0956 0.093
H -4.425 3.217 1.445 -0.0049 -0.0343 0.0511 0.104
H 1.867 0.782 2.392 0.0861 0.1200 0.0837 0.069
H 1.052 4.557 3.800 0.0062 -0.0584 -0.0356 0.074
H 5.645 -5.326 0.733 -0.0175 0.0164 -0.0339 0.072
H -3.855 -2.738 -0.717 0.0241 -0.0435 -0.0328 0.074
H -0.041 -6.137 -1.130 0.0317 0.0154 -0.0401 0.073
H -4.707 4.268 -1.721 -0.0253 -0.0018 -0.0332 0.100
H -2.498 0.148 5.316 0.0930 0.0543 -0.0549 0.093
H 2.749 -1.396 2.051 -0.2315 -0.3745 -0.1612 0.059
H -6.621 2.528 2.350 0.0502 0.0009 -0.0161 0.091
H -2.362 -0.750 -5.552 0.0144 0.0106 0.0502 0.081
H 5.810 -0.502 -4.424 -0.0239 -0.0185 -0.0126 0.089
H 5.600 0.256 4.450 -0.0121 0.0105 -0.0360 0.092
H -1.893 -7.554 1.945 -0.0320 0.0792 -0.0496 0.106
H -4.122 -8.846 -0.179 0.0048 0.0195 0.0190 0.073
H 5.544 1.441 0.338 -0.0089 0.0199 0.0176 0.094
H 0.710 -5.674 1.443 -0.0118 -0.0105 -0.0263 0.070
H 1.480 -0.915 0.915 0.0071 -0.1485 -0.0001 0.035
H -2.088 7.360 -3.116 0.0150 -0.0105 0.0219 0.086
H -0.258 -6.229 2.815 -0.0227 0.0440 -0.0388 0.070
H -2.716 0.497 1.928 0.0022 0.0271 -0.0021 0.059
H -4.800 -5.998 -0.763 0.0459 0.0055 0.0155 0.109
H 1.090 6.425 -0.258 0.0842 -0.0792 0.0337 0.086
H 1.095 -6.081 -2.492 -0.0048 0.0209 0.0450 0.070
H 3.364 7.355 -0.361 -0.0389 -0.0752 -0.0041 0.093
H -0.020 0.493 -3.909 0.0142 0.0717 -0.0391 0.063
H -1.433 -0.672 2.060 0.0773 -0.0665 -0.0169 0.020
H -3.233 2.978 -3.622 0.0266 -0.0246 0.0433 0.085
H 5.483 -5.662 -0.996 -0.0216 0.0524 0.0521 0.065
H 5.097 1.864 -4.537 -0.0192 0.0078 0.0234 0.092
H -3.903 -8.799 1.572 -0.0116 0.0373 -0.0345 0.065
H 3.121 0.202 4.452 -0.0071 -0.0060 -0.0347 0.111
H 4.946 3.391 -0.453 -0.0290 0.0393 0.0388 0.088
H 1.625 -0.205 -3.709 -0.0595 0.0564 0.0590 0.086
H -1.311 1.644 6.927 0.0044 0.0045 -0.0693 0.073
H -4.596 -3.955 -1.759 -0.0058 -0.0129 0.0323 0.070
H 4.245 -2.846 1.183 -0.0818 -0.0613 -0.0366 0.119
H 1.079 -1.966 2.261 -0.0626 -0.0295 0.0627 0.079
H -1.797 5.047 1.122 0.0615 -0.0053 0.0685 0.025
H -3.139 1.637 -5.698 0.0316 -0.0129 0.0273 0.047
H -0.138 -4.500 2.428 0.0025 -0.0282 -0.0405 0.073
H 3.187 -5.964 -1.542 -0.0369 0.0912 0.0553 0.105
H 2.283 3.336 4.130 0.0101 -0.0385 0.0139 0.070
H 5.313 5.821 -0.454 -0.0249 -0.0504 -0.0001 0.092
H -2.967 -3.354 -2.095 0.0013 -0.0342 0.0414 0.043
H -4.891 0.558 -1.844 -0.0161 -0.0379 0.0855 0.104
H -1.634 -1.744 -3.460 -0.0639 0.0174 -0.0059 0.076
H -0.110 -4.797 -2.256 -0.0065 0.0432 -0.0284 0.056
H -5.291 -7.995 0.826 0.0301 -0.0006 0.0030 0.070
H -2.706 -0.561 -1.456 -0.0069 -0.0626 0.0886 0.088
H -0.842 4.110 2.280 0.0079 0.0785 -0.0872 0.005
H -4.372 6.451 -2.862 -0.0084 -0.0303 0.0204 0.087
H 5.982 -4.056 -0.440 -0.0528 -0.0592 0.0150 0.071